Density functional theory data (ωB97M-V with the def2-TZVPD basis set) for C52H43Cl3CrN4O2P3S as an isolated structure.

The geometry in XYZ format:
```
109
Properties=species:S:1:pos:R:3:forces:R:3:lowdin_spin:R:1
C 3.956470 -1.669786 2.869013 0.2 0.0 0.0 0.000
C -2.391408 0.515229 2.579840 0.0 -0.3 0.0 -0.002
C -2.044785 2.957368 0.350124 0.0 -0.1 0.0 0.000
N 1.124932 4.230751 -1.752195 0.1 -0.2 0.2 0.000
C 2.653941 -1.376091 -4.113734 0.0 0.0 -0.1 0.000
H 5.874887 -0.752223 3.073171 0.1 0.0 0.1 0.000
C 0.289509 -6.847843 -0.866468 0.1 0.0 0.1 0.000
C 4.978950 -0.819246 2.477689 0.0 -0.1 0.0 -0.002
O -2.498507 -0.283832 -0.166513 1.7 0.3 -1.0 0.044
C -1.708663 5.297183 0.741041 0.0 0.0 0.0 0.000
H 1.096402 -0.394464 -3.016735 0.2 0.0 0.0 0.000
S 0.928746 1.800371 -0.843586 0.1 -0.7 0.2 -0.008
H -3.008826 4.507971 -0.766104 -0.1 0.0 -0.1 0.000
H 3.586910 0.435315 -0.337176 0.2 0.0 -0.1 0.000
C 4.085920 -2.820146 -2.839161 0.0 -0.1 0.1 -0.001
C -4.232187 -3.923508 2.215700 0.0 0.0 0.0 -0.001
P -0.854726 0.875270 1.679471 0.0 0.4 0.9 -0.012
H 3.567904 2.081920 3.450628 0.1 0.0 -0.1 0.000
H 1.739604 4.282213 -0.947397 -0.1 -0.1 -0.1 0.000
N 0.575065 -2.657420 0.317254 0.1 -0.1 -0.2 0.000
C 2.643949 0.548143 4.621358 -0.1 0.1 0.0 -0.001
C 1.651046 1.541905 2.676235 -0.1 0.0 0.0 -0.001
H 1.350893 -7.871524 -2.411608 0.0 -0.1 -0.1 0.000
H -5.214281 -4.764906 0.509680 0.0 0.0 0.0 0.000
H -3.784978 1.364304 5.544453 0.0 0.0 0.2 0.000
C 0.465547 3.086404 -1.885916 -0.4 -0.3 -0.2 0.001
H 1.522930 8.718852 -2.338005 0.0 0.1 0.1 0.000
H 1.490034 -0.962740 5.597175 0.0 -0.1 0.1 0.000
C 2.272635 -1.675744 -1.761219 -0.3 0.4 0.2 -0.007
Cl -2.800796 -1.243472 -5.606060 0.1 0.2 0.6 0.000
C 2.701755 1.449279 3.569606 0.0 0.0 0.1 0.000
H -2.522977 2.156692 -0.210122 0.0 0.1 0.1 0.000
H -0.812569 3.704656 -3.347877 0.0 -0.1 0.0 0.000
C -3.086190 -3.314925 2.702528 -0.1 -0.1 0.1 0.000
H -3.322432 -4.313228 -1.017084 0.0 0.0 -0.1 0.000
O -4.405754 -1.331557 0.177317 0.4 0.5 0.0 -0.001
C 2.708831 -1.042894 0.929474 -0.2 0.3 -0.1 0.002
C 1.121137 6.407244 -4.762709 0.0 0.0 0.0 0.000
C -3.109001 -0.585932 -3.988016 -1.8 -0.3 -0.8 0.000
C -2.515632 1.065767 3.855697 0.0 0.0 -0.1 -0.001
H 5.658801 0.602012 1.017080 0.1 0.1 0.0 0.000
Cl -3.815329 1.066697 -4.104210 0.1 -0.4 0.0 -0.001
C -4.631677 -0.353220 2.768106 0.1 0.1 -0.1 0.001
C -4.734263 0.170238 4.042569 0.0 0.0 -0.1 0.000
H 3.480802 0.461887 5.297454 0.0 0.0 0.1 0.000
H 2.377451 -0.925178 -5.053632 0.0 0.1 -0.1 0.000
H 1.377450 -5.939003 -3.932382 0.0 0.0 -0.1 0.000
C -3.684965 0.905797 4.574135 0.0 0.0 0.0 0.000
C 4.860360 -0.054931 1.326027 0.0 0.0 0.0 0.000
H 0.285465 -7.691293 -0.193903 0.0 -0.1 0.0 0.000
C 1.302961 6.624133 -2.005899 -0.1 -0.2 0.0 0.000
P 1.351451 -1.262266 -0.239150 0.4 -1.2 0.4 -0.012
C -0.603236 3.681971 2.138822 0.0 -0.2 -0.1 -0.001
H -1.901537 6.325647 0.480052 -0.1 0.1 0.0 0.000
C -3.258546 -4.039318 0.028638 0.2 -0.1 0.1 -0.001
C 3.716745 -0.153612 0.560135 -0.1 -0.1 0.0 -0.001
H -0.433034 -0.747676 4.072358 0.0 0.0 0.0 0.000
H 1.163716 -3.472621 0.505544 -0.2 0.1 0.0 0.000
H 1.064764 6.315403 -5.835547 0.0 0.0 -0.1 0.000
H -1.133789 -2.548872 2.214962 0.0 -0.1 0.1 0.000
H 3.631082 -2.998001 -0.750935 0.1 -0.1 0.0 0.000
H -1.698464 1.636902 4.276219 0.0 0.0 0.1 0.000
C -1.934151 -0.437707 -3.195104 2.2 0.4 1.9 0.005
C -2.024399 -3.052909 1.854772 0.2 0.0 -0.2 -0.001
C -4.316754 -4.292679 0.881166 0.0 0.0 0.0 0.000
H -5.639442 0.026666 4.612109 -0.1 0.0 0.0 0.000
C -0.274569 -4.564896 -1.332156 -0.3 0.4 -0.3 -0.003
C 3.742913 -2.228379 -4.045614 -0.1 0.0 0.0 0.000
C 1.296077 7.649955 -4.177152 0.0 0.0 -0.1 0.000
P -0.829498 -2.949491 -0.685279 0.7 -0.3 1.4 -0.015
H 0.339760 -3.804629 -3.243852 0.0 0.1 -0.1 0.000
C 0.889292 -6.945056 -2.111873 0.0 0.0 0.0 0.000
H 1.392345 6.706210 -0.934224 0.0 0.0 0.2 0.000
H -0.420000 5.794904 2.372087 0.0 0.1 0.1 0.000
C -1.163214 2.652548 1.390276 0.0 0.0 -0.2 -0.001
C 1.523181 -0.250135 4.788541 0.1 0.0 0.1 0.000
C 0.500107 0.777744 2.875165 -0.1 -0.2 -0.2 0.000
C -0.869669 4.998172 1.800928 0.0 0.1 0.0 0.000
C -2.318231 4.273499 0.030942 0.0 0.1 0.0 0.000
C 1.042136 5.267593 -3.979813 0.1 -0.1 0.2 0.000
C -3.473289 -0.163081 2.014066 0.0 0.0 0.0 0.003
H 1.718594 2.213062 1.830054 0.0 0.0 0.1 0.000
H 4.330212 -2.424043 -4.928972 0.0 -0.1 -0.1 0.000
H -5.449630 -0.899028 2.321248 0.0 0.0 0.0 0.000
C -0.295319 -5.660243 -0.471836 -0.1 0.1 0.0 -0.001
H 0.044647 3.470778 2.976758 0.0 0.0 0.0 0.000
H -5.075320 -4.083491 2.870644 0.0 -0.1 0.1 0.000
C 0.903401 -5.856244 -2.967734 0.1 0.0 -0.1 0.000
H 1.389996 8.529423 -4.794445 -0.1 0.1 0.0 0.000
N -0.485860 2.919154 -2.802478 0.0 0.3 0.0 0.000
N -1.122021 -0.258851 -2.387491 -1.5 -0.4 -2.6 -0.005
H -0.765024 -5.580479 0.499171 0.0 0.0 0.0 0.000
C 1.925513 -1.089908 -2.972910 -0.1 0.0 0.1 0.000
Cr -0.673220 -0.083879 -0.475633 -0.8 0.9 -0.3 1.022
C 3.354433 -2.551643 -1.697164 -0.1 0.1 0.0 -0.002
C 0.323346 -4.660113 -2.582030 -0.1 0.0 0.0 0.000
C 1.128131 5.375730 -2.595784 -0.1 0.4 -0.3 0.000
H -0.986367 2.043663 -2.859712 0.2 0.2 0.1 0.000
C 1.381480 7.754804 -2.798464 0.1 0.0 0.0 0.000
H 4.933638 -3.484100 -2.787743 0.1 -0.1 0.0 0.000
C 0.450121 -0.139265 3.923354 -0.1 0.1 -0.1 -0.001
H 0.982013 4.299191 -4.452095 0.0 -0.1 -0.1 0.000
C -3.488298 -0.660274 0.594009 -1.4 -0.6 1.1 0.007
H 2.020181 -2.462960 2.392734 0.0 0.0 0.0 0.000
C 2.814810 -1.791454 2.095831 -0.1 0.0 -0.2 -0.001
H 4.049548 -2.248054 3.776055 0.0 -0.1 0.1 0.000
C -2.103213 -3.427591 0.517526 -0.1 0.2 -0.3 -0.002
Cl -4.190100 -1.655371 -3.025925 0.5 0.5 -0.5 0.003
H -3.028783 -3.027196 3.741839 0.0 0.0 0.1 0.000
```
Positions in Å, forces in eV/Å.

Computed properties:
- Charge: +2
- Relative energy (zero: lowest compared OMol25 entry of this formula, charge and spin): 41.47 kcal/mol
- Strongest force on any atom: 3.00 eV/Å
- HOMO energy (alpha / beta): -0.482 / -0.482 Ha
- Spin multiplicity: 2